Density functional theory data (ωB97M-V with the def2-TZVPD basis set) for C8H22BaN2O2 as an isolated structure at a distorted geometry.

Geometry as XYZ:
```
35
Properties=species:S:1:pos:R:3:forces:R:3
Ba 16.50512 5.90097 10.03708 -0.2 -0.5 -0.3
C 20.45784 8.64555 8.65551 0.0 -0.2 -0.2
C 19.20884 7.75866 8.63308 2.0 -1.3 -0.5
C 19.60810 6.30804 8.13887 -1.1 1.6 0.1
O 18.36632 5.63640 7.87216 0.8 -0.6 0.4
C 18.62766 4.33226 7.33273 0.3 0.2 -0.8
N 18.57817 7.69899 9.94895 -0.6 0.6 -0.3
H 21.10608 8.40330 9.49765 0.1 -0.2 0.0
H 20.23288 9.70717 8.75775 -0.2 0.0 -0.2
H 21.00427 8.47901 7.72719 0.2 0.3 0.1
H 18.48197 8.19825 7.95005 -0.1 -0.3 -0.1
H 20.22682 5.77979 8.86428 -0.2 -0.1 0.4
H 20.22748 6.34709 7.24280 -0.2 0.2 -0.3
H 17.67510 3.85392 7.10484 0.2 -0.1 0.4
H 19.33103 3.75410 7.93197 -0.5 -0.2 0.6
H 19.16838 4.40841 6.38938 -0.1 0.4 -0.3
H 19.20312 7.42787 10.69463 0.6 -0.2 0.0
H 18.41905 8.68497 10.09938 -0.5 0.3 0.6
C 16.31761 8.70991 13.97770 0.5 -0.5 1.4
C 16.29586 7.53661 13.01808 -0.8 -0.8 1.1
C 15.16490 6.43791 13.35807 1.3 0.8 -0.5
O 15.28213 5.32893 12.46077 -0.7 -0.3 -0.2
C 14.47371 4.20634 12.89321 0.4 -0.6 0.6
N 16.10636 8.09486 11.68702 -0.8 -0.4 -0.4
H 16.77266 8.48690 14.94274 -0.3 -0.6 0.3
H 15.31899 9.08853 14.19565 0.1 0.4 -0.3
H 17.04383 9.45052 13.64273 -0.5 0.4 -0.5
H 17.26317 7.03753 13.07571 0.1 -0.3 -0.1
H 14.14745 6.81926 13.27158 0.0 0.5 0.0
H 15.30909 6.07627 14.37617 0.1 0.1 0.1
H 14.83963 3.89637 13.87205 0.1 0.0 0.1
H 14.56398 3.33866 12.23970 0.5 0.4 -0.3
H 13.39540 4.32666 12.99743 0.0 1.0 -0.2
H 16.68526 8.91637 11.58651 0.3 0.0 0.0
H 15.17985 8.49198 11.75013 -0.5 0.2 -0.5
```
Forces are in eV/Å.

Values from the calculation:
orbital gap (spin up / spin down) = 4.23 / 11.06 eV
charge = +1
spin multiplicity = 2
E_HOMO (spin up / spin down) = -6.6624 / -13.6958 eV


Density functional theory data (ωB97M-V with the def2-TZVPD basis set) for C8H22ClO4Y as an isolated structure at a distorted geometry.

Geometry as XYZ:
```
36
Properties=species:S:1:pos:R:3:forces:R:3
Y -23.24903 6.62861 -4.88305 2.5 5.5 3.0
Cl -23.93520 4.93945 -5.82987 3.8 -2.6 3.6
C -22.20688 4.94915 -8.60851 -0.2 -1.3 -0.6
C -22.44497 3.46411 -8.23043 1.1 0.2 -0.7
C -21.40168 2.52500 -8.77880 0.0 -0.5 -0.5
O -22.43437 3.33028 -6.85188 7.6 5.0 -1.2
H -22.28581 5.02756 -9.69281 -0.1 0.4 0.0
H -21.19720 5.23837 -8.31697 -0.1 0.0 0.1
H -22.97941 5.55676 -8.13721 0.1 0.5 -0.2
H -23.43684 3.05320 -8.41871 0.4 0.1 -1.5
H -21.49218 1.58245 -8.23888 0.4 0.1 0.3
H -20.40543 2.96491 -8.73336 0.0 -0.3 0.2
H -21.57445 2.20727 -9.80705 -0.2 0.5 -0.2
H -23.29374 3.55722 -6.48914 1.7 -0.5 -1.8
C -26.14925 3.01690 -5.62584 -0.8 -2.7 0.7
C -25.26001 1.77053 -5.80244 2.3 0.3 1.5
C -23.74005 2.10941 -5.97000 -4.7 -3.9 -0.1
O -25.22901 0.90738 -4.68188 -0.8 0.2 0.5
H -25.88492 3.56805 -4.72336 0.5 0.2 0.1
H -27.10802 2.60269 -5.31393 -0.5 0.2 -0.3
H -26.22984 3.65454 -6.50619 -0.8 -1.5 1.6
H -25.49517 1.13189 -6.65388 -0.4 0.5 -0.5
H -23.66383 2.41681 -7.01298 -2.2 -2.7 0.6
H -23.19992 1.16489 -5.90491 0.2 0.2 0.2
H -23.23138 2.88369 -5.39568 -1.1 -1.8 2.2
H -26.11620 0.56129 -4.56055 -0.2 -0.3 0.3
C -26.36758 4.48305 -9.39364 0.7 -0.6 -1.7
C -25.35459 4.16389 -8.26763 -1.8 1.9 -0.7
O -25.78919 4.97021 -7.13795 -1.5 2.2 -3.7
O -26.07263 5.65553 -10.17818 0.6 -0.3 1.3
H -27.43150 4.50378 -9.15755 0.2 -0.1 1.0
H -26.26645 3.62656 -10.06021 0.0 -0.3 -0.2
H -24.32094 4.37111 -8.54464 -1.1 0.6 -0.3
H -25.38830 3.10617 -8.00651 -0.5 0.0 -0.1
H -25.07774 5.06984 -6.50116 -5.3 0.5 -3.1
H -26.48749 5.54537 -11.03687 -0.1 0.0 -0.1
```
Forces are in eV/Å.

Values from the calculation:
orbital gap = 3.89 eV
charge = +2
E_HOMO = -15.1101 eV
energy relative to the best compared isomer or geometry (same formula, charge and spin) = 220.7 kcal per mole


Density functional theory data (ωB97M-V with the def2-TZVPD basis set) for C8H22N5NaO5 as an isolated structure at a distorted geometry.

Geometry as XYZ:
```
41
Properties=species:S:1:pos:R:3:forces:R:3
Na -0.92651 -1.81370 0.21810 -0.3 -0.1 0.0
C -7.00223 -3.27035 0.49009 -0.8 -0.5 0.3
C -5.93592 -4.00934 -0.31949 -0.3 -0.1 -1.9
O -6.18607 -4.40803 -1.47590 -1.4 -0.1 -0.1
O -4.78763 -4.00888 0.11837 2.3 0.3 2.1
H -7.04007 -3.48941 1.55718 0.9 0.2 0.2
H -8.03548 -3.51696 0.24585 0.1 0.2 -0.9
H -6.76678 -2.22614 0.28442 -0.4 0.2 0.3
C 1.99780 -1.28559 -3.53653 -1.3 1.2 -1.5
C 3.21653 -1.55619 -2.68940 -0.2 1.7 -2.6
C 4.12811 -0.24847 -2.70292 -1.1 -1.1 0.4
O 3.41133 0.83448 -2.08459 0.7 -1.7 -0.2
C 4.34336 1.64857 -1.43177 -1.1 0.9 0.4
N 2.80376 -2.04329 -1.39492 0.3 0.5 0.2
H 2.21128 -1.20014 -4.60199 0.6 0.3 -0.1
H 1.50902 -0.34526 -3.28164 0.4 0.3 0.3
H 1.10680 -1.90666 -3.62869 0.4 -1.2 1.0
H 3.74259 -2.38432 -3.16432 0.7 0.4 -0.4
H 4.52631 0.09268 -3.65851 -0.7 -0.3 -0.7
H 5.07430 -0.50621 -2.22711 0.0 0.1 1.0
H 4.90020 1.08489 -0.68326 0.6 0.0 -0.3
H 3.75219 2.36371 -0.85974 0.1 0.3 -0.1
H 4.89880 2.19111 -2.19679 0.7 0.0 0.4
H 3.65102 -1.88256 -0.86915 0.0 -0.7 1.0
H 2.78285 -3.00531 -1.70179 -0.3 -0.7 1.4
C -1.54393 3.61023 -0.65573 0.1 -1.5 -1.5
O -1.81031 2.49670 -0.99691 -1.0 -2.9 -0.1
N -2.34198 4.48645 -0.13385 -2.8 3.1 1.9
N -0.35822 4.12502 -0.86729 3.9 1.4 -0.4
H -3.34835 4.42589 -0.19433 0.3 -0.2 0.0
H -1.91321 5.39839 -0.06576 -0.9 0.0 0.4
H 0.34555 3.54544 -1.30191 -0.2 0.3 0.0
H -0.29136 5.13226 -0.90063 0.7 -0.4 -0.2
C -0.37362 -0.09928 5.35490 0.0 -0.5 -4.1
O -0.93575 -0.81388 4.51928 -0.4 0.1 0.7
N 0.35770 -0.51948 6.32296 2.0 -2.8 4.5
N -0.10824 1.17199 5.09112 -1.1 3.6 -1.6
H 0.47385 -1.51535 6.44478 -0.3 0.2 0.2
H 0.61934 0.07405 7.09714 0.0 -0.2 -0.3
H -0.58818 1.52660 4.27626 0.0 0.1 0.3
H 0.44116 1.84633 5.60447 -0.1 -0.6 0.2
```
Forces are in eV/Å.

Values from the calculation:
orbital gap = 3.79 eV
E_HOMO = -5.4664 eV
energy relative to the best compared isomer or geometry (same formula, charge and spin) = 118.6 kcal per mole


Density functional theory data (ωB97M-V with the def2-TZVPD basis set) for a single C8H22SSi2 molecule at a distorted geometry.

Geometry as XYZ:
```
33
Properties=species:S:1:pos:R:3:forces:R:3
S -0.69440 1.36323 0.06512 -0.1 0.6 0.1
C 2.90011 -0.37732 -0.22769 -0.4 -0.1 -0.1
C 2.40746 2.58507 -0.77915 0.5 -0.3 0.4
C 2.54687 0.74402 -3.14795 0.8 0.2 1.0
C -3.42761 0.21765 1.87505 0.3 0.2 -0.4
C -1.77010 -2.29209 2.59870 -0.8 0.1 0.5
C -2.43664 -1.49650 -0.34474 0.1 -0.2 0.6
C 0.13494 0.55875 -1.28643 0.5 -0.1 -0.8
C -0.45409 0.10382 1.32782 -1.1 -0.1 0.3
Si 1.98372 0.85573 -1.33615 0.8 0.2 -0.1
Si -2.04301 -0.91580 1.39083 0.0 0.1 -0.6
H 2.72087 -0.31159 0.85472 -0.1 0.3 -0.3
H 2.60255 -1.39203 -0.52216 0.3 0.0 0.0
H 3.96709 -0.23700 -0.39260 0.1 -0.2 0.0
H 2.10177 3.35595 -1.45149 -0.5 0.5 -0.7
H 3.48373 2.74404 -0.64326 -0.1 -0.3 0.1
H 1.90884 2.77866 0.16110 0.0 0.1 0.4
H 2.24539 1.67899 -3.62484 -0.1 -0.2 -0.2
H 3.65422 0.70206 -3.17682 -0.5 0.0 0.0
H 2.16822 -0.12070 -3.66090 -0.3 -0.3 -0.4
H -3.07883 0.70134 2.77429 -0.3 0.4 0.5
H -4.35478 -0.31154 2.03608 -0.3 -0.2 0.3
H -3.60908 0.97153 1.09633 0.2 -0.1 0.2
H -2.62167 -2.98045 2.57516 0.2 -0.1 0.0
H -0.85829 -2.80995 2.36992 0.4 -0.5 -0.1
H -1.69876 -1.93514 3.63115 0.1 0.1 -0.1
H -2.45301 -0.59729 -0.93063 0.0 0.5 -0.5
H -3.42172 -1.95362 -0.41793 0.0 -0.2 0.0
H -1.66309 -2.14761 -0.72982 0.0 -0.4 -0.3
H -0.03532 -0.52290 -1.25448 -0.3 0.2 -0.2
H -0.25013 0.95695 -2.23903 -0.2 -0.2 0.3
H -0.34284 0.62338 2.27575 0.3 0.0 0.2
H 0.38757 -0.53966 1.13404 0.6 0.1 -0.1
```
Forces are in eV/Å.

Values from the calculation:
orbital gap = 8.60 eV
SMILES = C[Si](C)(C)CSC[Si](C)(C)C
E_HOMO = -7.8118 eV
energy relative to the best compared isomer or geometry (same formula, charge and spin) = 0.0 kcal per mole


Density functional theory data (ωB97M-V with the def2-TZVPD basis set) for C8H23AsF6N7O2PS5Ti as an isolated structure at a distorted geometry.

Geometry as XYZ:
```
54
Properties=species:S:1:pos:R:3:forces:R:3
Ti -0.03346 -1.06318 0.14527 -0.6 -1.3 -0.1
N 1.99104 1.34622 -1.34697 0.0 -0.1 0.3
N 1.38630 2.49212 -1.83366 -0.4 0.1 0.6
C 0.48320 3.17490 -1.09768 0.1 -0.1 0.0
N -0.15264 4.13657 -1.79672 -0.1 0.0 0.0
S 0.20481 2.95642 0.55456 0.2 0.2 -0.4
H 2.95797 1.53122 -1.16594 0.6 0.1 0.1
H 1.92758 0.60811 -2.02597 -0.2 -0.3 -0.2
H 1.39806 2.63657 -2.82093 0.0 0.2 -0.5
H -0.16082 4.14374 -2.80385 0.0 0.0 0.0
H -0.84877 4.66492 -1.31130 -0.1 0.1 0.1
S 2.57304 -2.46006 2.83099 -0.2 0.1 -0.1
As 1.68747 -3.27406 1.09649 0.8 -0.8 0.8
S -0.56453 -3.04919 1.18971 0.3 0.6 -0.4
S 1.92744 -1.89747 -0.68855 -0.4 0.3 0.1
S 2.31249 -5.20456 0.68421 -0.3 0.1 -0.4
C 3.22631 0.83994 1.87552 -0.1 0.1 0.2
N 2.17118 0.86358 2.88301 0.6 0.4 -0.2
C 2.38720 1.79422 3.98347 0.0 0.0 -0.1
C 1.07122 0.15398 2.76428 -0.8 -0.2 -1.2
O 0.63671 -0.21754 1.56748 1.1 1.3 2.4
N 0.31101 -0.02405 3.84256 -0.3 -0.6 0.5
C -1.07046 -0.49108 3.73810 0.3 0.2 0.3
C 0.95110 -0.38191 5.11674 -0.1 0.0 0.0
H 4.18617 0.83787 2.39209 0.0 0.0 0.0
H 3.13871 1.72284 1.25228 0.0 0.2 -0.1
H 3.15757 -0.05484 1.28230 -0.1 -0.3 -0.2
H 2.76317 2.72345 3.56135 0.0 0.1 -0.1
H 3.12154 1.41236 4.69468 0.0 0.0 0.0
H 1.45545 2.00555 4.50042 0.0 0.0 -0.1
H -1.52159 -0.13694 2.83339 -0.1 0.2 -0.4
H -1.62228 -0.09397 4.58956 0.0 0.0 0.0
H -1.11029 -1.57238 3.75575 0.0 -0.3 0.0
H 2.03018 -0.42144 5.00850 -0.1 0.0 0.0
H 0.62299 -1.38476 5.39112 0.0 0.0 0.0
H 0.67309 0.32168 5.90530 0.0 0.0 -0.1
C -4.38544 -1.67659 0.32287 -0.1 0.4 0.1
N -4.18384 -0.24012 0.53867 0.1 -0.5 0.0
C -2.97228 0.32945 0.64172 0.0 -0.1 -0.2
N -2.88718 1.66201 0.78460 -0.1 0.0 0.0
O -1.92866 -0.35648 0.65516 -0.1 -0.3 0.1
H -5.04267 -2.08680 1.08975 0.0 0.1 0.0
H -3.43075 -2.17638 0.38486 0.2 -0.1 0.0
H -4.80943 -1.86336 -0.66170 0.0 0.0 0.0
H -4.98887 0.35558 0.50817 -0.1 0.1 0.0
H -3.67959 2.24641 0.60916 -0.2 0.1 0.0
H -1.96429 2.07112 0.69024 0.1 0.1 0.0
F -1.10282 -1.72774 -1.51983 -0.2 0.3 -0.6
P -1.23970 -0.43774 -2.64223 0.2 -0.1 -0.2
F -2.70049 -0.16075 -2.09849 -0.2 0.1 0.3
F -0.61982 0.47987 -1.34004 0.0 -0.3 -0.5
F -1.28519 0.84915 -3.55879 -0.1 0.4 0.0
F 0.26429 -0.71351 -3.07883 0.4 0.0 0.1
F -1.77932 -1.42028 -3.73166 -0.2 -0.3 -0.2
```
Forces are in eV/Å.

Values from the calculation:
orbital gap = 6.25 eV
E_HOMO = -7.1287 eV


Density functional theory data (ωB97M-V with the def2-TZVPD basis set) for a 2-piece molecular cluster, C8H23ClN4 overall at a distorted geometry.

Geometry as XYZ:
```
36
Properties=species:S:1:pos:R:3:forces:R:3
C -2.26695 -2.11960 1.34813 0.3 0.5 0.8
C 0.03880 -0.06386 3.81085 -0.4 0.3 -2.8
C -0.62536 2.79540 -1.73345 3.0 1.8 -3.2
C -0.00211 2.35215 -4.09277 0.4 -3.1 -0.9
C -0.75322 -2.36210 1.59294 0.4 -1.8 1.2
C -0.20126 0.13551 2.25919 -0.8 0.3 -0.6
C 1.01274 1.05385 -2.30814 -1.9 1.2 0.3
C 0.15982 -1.14684 1.34398 0.1 2.2 -0.5
N 1.62839 0.26193 -3.14871 1.6 -1.1 2.2
N 0.20969 -0.69308 -0.14699 1.4 -1.3 3.3
N 1.58346 -1.35371 1.72753 2.6 -2.0 0.0
N 0.22087 2.02624 -2.66368 0.5 0.5 -1.8
Cl 0.76135 -2.06907 -1.10398 -0.8 0.6 0.1
H -2.78287 -1.25046 1.92203 1.1 -1.5 -1.2
H -2.44159 -2.13277 0.26703 -0.4 0.4 0.3
H -2.63614 -3.05964 1.75097 -0.8 0.1 -0.2
H 1.08579 -0.20969 3.98152 0.6 -0.1 0.5
H -0.54697 -0.90410 4.11435 -0.3 -0.3 0.8
H -0.22908 0.89120 4.22545 -0.3 0.0 0.7
H -1.40989 2.23363 -1.52222 -3.8 -2.2 1.1
H 0.01401 2.92549 -0.93154 0.7 1.1 2.0
H -0.90460 3.70935 -2.30382 0.2 -0.5 1.1
H 0.81136 1.84549 -4.78989 -2.3 1.0 1.3
H -1.06812 2.10365 -4.28823 0.8 -0.9 -0.4
H -0.05530 3.35085 -4.36957 0.8 2.3 0.4
H -0.65861 -2.76621 2.69066 0.2 1.0 -1.9
H -0.50165 -3.30524 0.94255 0.0 2.0 1.1
H 0.32634 1.10986 1.97749 -0.4 -1.6 -0.2
H -1.29020 0.31591 2.04890 1.0 0.0 0.4
H 1.00106 0.75911 -1.25708 0.3 0.4 -0.3
H 2.39806 -0.22189 -2.68412 -0.4 -0.3 -0.6
H 1.82631 0.53398 -4.05586 0.3 0.5 -2.1
H 1.65655 -1.39978 2.73697 -0.3 0.0 0.6
H 2.08468 -2.22844 1.44386 -1.1 0.2 -0.3
H 2.30374 -0.66350 1.46643 -1.0 0.5 -0.3
H -0.74907 -0.45360 -0.25076 -1.3 -0.3 -1.2
```
Forces are in eV/Å.

Values from the calculation:
orbital gap = 10.88 eV
charge = +2
E_HOMO = -16.9771 eV
energy relative to the best compared isomer or geometry (same formula, charge and spin) = 65.7 kcal per mole